Record 1
A 8-piece molecular cluster, C60H61BFN9O7PS2 overall. Source: OMol25; level of theory: wB97M-V/def2-TZVPD.

Calculated values
Molar mass   1145.12 g/mol
Gap between HOMO and LUMO   0.183 Eh

ORCA input file:
```
! RIJCOSX wB97M-V def2-TZVPD def2/J DEFGRID3
* xyz 1 1
O 2.18587 -3.46855 3.59286
C 2.58647 -3.30876 4.70035
O 2.58048 -2.08965 5.28795
C 3.77763 -1.70486 5.96937
C 4.28928 -0.43422 5.28776
C 4.31332 -0.60717 3.80001
C 3.29233 -0.14343 2.96405
C 2.10207 0.62040 3.46252
C 0.81574 -0.22964 3.59314
C -0.36895 0.32741 2.79667
S -1.41923 1.36846 3.84803
C -3.04179 0.83882 3.37523
S -4.11720 1.95790 2.91652
N -3.39386 -0.50966 3.51650
C -2.63398 -1.29218 4.46816
C -3.02418 -1.21707 5.79920
C -2.35530 -1.94827 6.77417
C -1.27858 -2.74934 6.41545
C -0.89521 -2.83126 5.08010
C -1.57349 -2.11592 4.10325
C -3.70497 -1.23945 2.31185
C -3.42243 -0.74730 1.04332
C -3.75859 -1.49006 -0.07999
C -4.38707 -2.72280 0.04308
C -4.64971 -3.22065 1.31556
C -4.31663 -2.48414 2.44312
C 3.42142 -0.40217 1.60580
C 2.43483 0.11048 0.60324
O 2.57063 1.13915 0.02499
O 1.38221 -0.68471 0.27295
F 1.48179 -1.89931 0.98497
C 4.50753 -1.10213 1.08380
P 4.82793 -1.51055 -0.65802
O 5.91689 -2.51867 -0.68611
C 5.46172 -1.56478 1.95666
N 5.36645 -1.30393 3.27787
B 6.51802 -1.88741 4.10146
O 6.66873 -3.21191 3.95679
O 7.32239 -1.14434 4.88546
H 2.94794 -4.13484 5.32269
H 4.51821 -2.50011 5.87705
H 3.56778 -1.52064 7.01687
H 5.26925 -0.19664 5.68449
H 3.65159 0.40117 5.54271
H 1.90906 1.42062 2.74955
H 2.32644 1.10637 4.40278
H 0.52313 -0.29491 4.63563
H 1.02439 -1.24869 3.27635
H -0.03796 0.93830 1.95867
H -0.96862 -0.47369 2.37719
H -3.85577 -0.58017 6.06072
H -2.68429 -1.89635 7.79852
H -0.76926 -3.32181 7.17552
H -0.06998 -3.47039 4.79994
H -1.29762 -2.22818 3.06479
H -2.94485 0.21000 0.90006
H -3.55409 -1.09473 -1.06311
H -4.67056 -3.28873 -0.82982
H -5.13129 -4.17677 1.45216
H -4.53099 -2.86984 3.42843
H 5.21994 -0.33000 -1.30219
H 3.63882 -1.97581 -1.24236
H 6.30465 -2.13665 1.59632
H 7.53798 -3.52762 4.23370
H 7.24761 -0.18769 4.80861
N 4.14465 -5.41249 -5.57453
C 5.28198 -4.73903 -5.42172
C 5.76501 -4.31761 -4.19128
C 5.02450 -4.60985 -3.05669
C 3.83740 -5.31187 -3.20191
C 3.44418 -5.68921 -4.47829
H 5.83194 -4.52921 -6.33254
H 6.69882 -3.77568 -4.12532
H 5.37158 -4.29939 -2.08055
H 3.22628 -5.56559 -2.34581
H 2.52399 -6.24189 -4.63265
N 8.15797 2.36955 0.58207
C 9.07606 3.03380 -0.11677
C 9.53588 2.62767 -1.36317
C 9.01754 1.46893 -1.91749
C 8.05915 0.76992 -1.20062
C 7.67112 1.26154 0.03388
H 9.46198 3.93434 0.34630
H 10.28364 3.20984 -1.88286
H 9.35132 1.11866 -2.88497
H 7.63036 -0.14846 -1.58235
H 6.92331 0.73534 0.62499
N -2.17307 1.14576 -1.54860
C -3.34718 1.77663 -1.53032
C -3.48954 3.14119 -1.73115
C -2.35309 3.89675 -1.96442
C -1.12293 3.25628 -1.98660
C -1.08925 1.88817 -1.77371
H -4.21793 1.15587 -1.34392
H -4.47130 3.59290 -1.70846
H -2.42009 4.96518 -2.13028
H -0.20930 3.80649 -2.16743
H -0.14635 1.35336 -1.79087
N -1.73553 7.23871 -3.44841
C -2.77564 7.21421 -4.28026
C -2.66455 6.99860 -5.64553
C -1.40383 6.80161 -6.18220
C -0.30996 6.83057 -5.33061
C -0.52926 7.04839 -3.97859
H -3.74709 7.37495 -3.82468
H -3.54099 6.98703 -6.27517
H -1.28649 6.63229 -7.24382
H 0.69454 6.68543 -5.70441
H 0.30190 7.07290 -3.28118
N -3.98106 -4.58261 7.60396
C -5.26058 -4.60062 7.97098
C -5.84818 -5.65282 8.65712
C -5.06496 -6.74957 8.97785
C -3.73158 -6.74711 8.60062
C -3.24231 -5.64301 7.91959
H -5.84266 -3.72634 7.69950
H -6.89315 -5.61077 8.93100
H -5.48604 -7.59143 9.51157
H -3.08325 -7.58206 8.82787
H -2.20325 -5.60431 7.60736
N -5.99267 0.94082 -3.72213
C -7.03885 0.94513 -4.54520
C -6.93637 0.74808 -5.91431
C -5.67957 0.53815 -6.45999
C -4.58111 0.53242 -5.61556
C -4.79307 0.73689 -4.26036
H -8.00493 1.11385 -4.08259
H -7.82185 0.75903 -6.53469
H -5.55930 0.38164 -7.52418
H -3.58101 0.37441 -5.99510
H -3.96607 0.73365 -3.56253
N -3.43909 6.24795 -8.90905
C -3.16507 6.52234 -10.18304
C -4.11267 6.50839 -11.19485
C -5.42009 6.18713 -10.86939
C -5.72254 5.89528 -9.54927
C -4.70138 5.94140 -8.61314
H -2.13126 6.76620 -10.40231
H -3.82927 6.74360 -12.21120
H -6.18912 6.16443 -11.63029
H -6.72840 5.63800 -9.24781
H -4.90512 5.71867 -7.57097
*
```



Record 2
A 6-piece molecular cluster, C60H62BrFN2O28S overall. Source: OMol25; level of theory: wB97M-V/def2-TZVPD.

Calculated values
SMILES string   CCCCCCc1c(CC(=O)Br)c(C(=O)NC(=O)F)c(S(C)(=O)=O)c2c1C(=O)N(CCCCCCCCCCOC)C2=O.O=C1C=C(O)C(=O)C=C1O.O=C1C=C(O)C(=O)C=C1O.O=C1C=C(O)C(=O)C=C1O.O=C1C=C(O)C(=O)C=C1O.O=C1C=C(O)C(=O)C=C1O
Molar mass   1390.11 g/mol
Gap between HOMO and LUMO   0.277 Eh

ORCA input file:
```
! RIJCOSX wB97M-V def2-TZVPD def2/J DEFGRID3
* xyz 0 1
C 5.37871 1.66425 -1.73169
C 4.17773 2.60030 -2.02331
C 3.11500 1.90950 -2.89982
C 2.32299 0.80615 -2.16241
C 0.96460 1.24259 -1.55445
C 0.81431 2.76281 -1.23356
C 0.01014 2.89565 0.06159
C -1.25541 3.44993 0.13728
C -1.95826 3.96458 -1.10924
C -2.93240 2.87554 -1.60756
O -2.68167 1.72610 -1.39390
Br -4.55999 3.32789 -2.55231
C -1.88953 3.54337 1.36971
C -3.27663 4.19489 1.37425
O -3.32850 5.39294 1.23956
N -4.47281 3.44353 1.52403
C -4.34024 2.02632 1.32705
O -4.88308 1.48524 0.40937
F -3.59098 1.30119 2.17028
C -1.31559 3.07184 2.53608
S -2.14849 3.21287 4.12243
C -1.45740 4.68842 4.88165
O -3.56774 3.46281 3.99527
O -1.93862 2.06472 4.94064
C -0.06018 2.52010 2.45187
C 0.58217 2.44761 1.22439
C 1.94775 1.84508 1.47776
O 2.77023 1.39419 0.72257
N 2.11292 1.85438 2.86384
C 3.17986 1.04717 3.44129
C 2.82679 -0.43837 3.61426
C 2.85491 -1.23352 2.30243
C 4.25757 -1.40738 1.70130
C 4.30676 -2.54634 0.66480
C 3.35447 -2.26977 -0.52515
C 2.07905 -3.13456 -0.51458
C 1.04720 -2.53006 -1.48815
C -0.28998 -3.31646 -1.46363
C -1.49020 -2.39869 -1.75064
O -1.17290 -1.46174 -2.78434
C -2.05274 -0.34605 -2.62976
C 0.87451 1.92086 3.50925
O 0.69532 1.58780 4.64779
H 6.27082 2.22193 -1.43891
H 5.55233 0.95571 -2.54628
H 5.08926 1.07420 -0.85017
H 4.50937 3.52406 -2.51667
H 3.79254 2.90238 -1.04289
H 2.44723 2.61669 -3.40485
H 3.68417 1.40541 -3.69420
H 2.08688 0.04059 -2.91555
H 2.97548 0.30327 -1.44652
H 0.77901 0.61282 -0.67793
H 0.16712 0.98933 -2.26289
H 0.29658 3.22964 -2.06958
H 1.75869 3.27655 -1.04392
H -2.49290 4.88987 -0.88709
H -1.24270 4.16661 -1.90586
H -4.91023 3.66641 2.41484
H -1.97843 5.53255 4.41371
H -0.38914 4.79721 4.68530
H -1.70834 4.72020 5.94238
H 4.09640 1.10064 2.84817
H 3.43370 1.47590 4.41611
H 1.85674 -0.57449 4.10076
H 3.59212 -0.87200 4.27189
H 2.48212 -2.24187 2.54040
H 2.20477 -0.82661 1.51918
H 5.03427 -1.60141 2.45399
H 4.57538 -0.50174 1.16192
H 4.13547 -3.52260 1.13764
H 5.33035 -2.60589 0.26271
H 3.01782 -1.22718 -0.44244
H 3.82406 -2.43059 -1.49967
H 1.61961 -3.13024 0.47837
H 2.28490 -4.16656 -0.82631
H 1.42691 -2.59743 -2.51430
H 0.82351 -1.48402 -1.24704
H -0.27029 -4.14554 -2.17677
H -0.44238 -3.69924 -0.44434
H -1.82526 -1.87880 -0.84099
H -2.34540 -2.98669 -2.12424
H -3.08032 -0.67445 -2.42314
H -2.04345 0.27948 -3.52476
H -1.69910 0.23451 -1.76495
O 1.71190 -4.36486 2.53891
C 1.49528 -5.35315 3.21655
C 2.54576 -6.11201 3.87562
C 2.24068 -7.20080 4.59401
O 3.16931 -7.92113 5.21486
C 0.82345 -7.67435 4.74040
O 0.60708 -8.68167 5.38952
C -0.22954 -6.90094 4.10003
C 0.07664 -5.81064 3.38543
O -0.85304 -5.07221 2.78412
H 3.56196 -5.76196 3.76045
H 2.69238 -8.64626 5.66089
H -1.24749 -7.24191 4.22687
H -0.37178 -4.34996 2.33739
O -4.28889 7.98163 -8.11179
C -4.00639 7.65976 -6.97481
C -3.81504 8.62039 -5.89601
C -3.48758 8.19787 -4.66855
O -3.30499 9.04074 -3.65255
C -3.30421 6.74179 -4.35974
O -2.98777 6.41996 -3.22915
C -3.51910 5.77872 -5.43073
C -3.84980 6.20100 -6.65836
O -4.05826 5.35809 -7.66684
H -3.94759 9.66698 -6.13082
H -3.07731 8.48487 -2.88367
H -3.40216 4.73086 -5.19144
H -4.27997 5.91596 -8.43704
O -1.82526 -9.28518 11.30006
C -0.81241 -8.92426 10.73226
C 0.48831 -8.85843 11.38652
C 1.56184 -8.43643 10.70783
O 2.77085 -8.36215 11.26390
C 1.46917 -8.01791 9.27075
O 2.47676 -7.62580 8.70975
C 0.17672 -8.10539 8.61158
C -0.89772 -8.53075 9.28709
O -2.09957 -8.62888 8.72242
H 0.54162 -9.16059 12.42287
H 3.36383 -8.02848 10.56451
H 0.12898 -7.81791 7.57242
H -2.69549 -8.95586 9.42259
O -8.11038 7.83992 -6.76800
C -8.39992 6.83880 -6.14093
C -7.41018 6.00144 -5.47875
C -7.79083 4.90286 -4.81746
O -6.91571 4.11256 -4.19673
C -9.23090 4.49273 -4.73454
O -9.51279 3.47406 -4.13437
C -10.22448 5.34281 -5.37732
C -9.84312 6.44418 -6.03640
O -10.71631 7.25137 -6.63691
H -6.37500 6.30408 -5.54540
H -7.44399 3.39264 -3.79915
H -11.26097 5.04721 -5.29699
H -10.18559 7.96551 -7.03770
O 9.16068 -2.97402 -5.58128
C 8.02952 -3.06844 -5.14507
C 6.93449 -3.67282 -5.89162
C 5.70792 -3.73011 -5.35851
O 4.67758 -4.27494 -6.00327
C 5.41677 -3.18014 -3.99416
O 4.27867 -3.24416 -3.56892
C 6.51571 -2.59670 -3.23768
C 7.74307 -2.54232 -3.76939
O 8.77842 -2.02020 -3.11480
H 7.15638 -4.06367 -6.87454
H 3.91247 -4.18701 -5.40370
H 6.29645 -2.21886 -2.24811
H 9.54156 -2.10179 -3.71776
*
```



Record 3
C60H63Cl2F3N11NiO2 as an isolated structure. Source: OMol25; level of theory: wB97M-V/def2-TZVPD.

Calculated values
<S²>   2.004
Molar mass   1156.83 g/mol
Gap between HOMO and LUMO (alpha / beta)   0.321 / 0.297 Eh

ORCA input file:
```
! RIJCOSX wB97M-V def2-TZVPD def2/J DEFGRID3
* xyz 1 3
Ni 1.59557 -2.43569 1.39855
C 0.22065 -0.34261 -0.76674
O -0.92238 0.29381 -0.19920
O 0.83168 -1.10279 0.11344
C -0.35543 -1.17689 -1.92817
F -1.40823 -1.91356 -1.54021
F -0.75957 -0.49915 -3.03711
F 0.61830 -2.03422 -2.37598
C -0.63042 1.31032 0.74247
C -1.93246 1.70710 1.37662
H -2.66519 2.18146 0.71190
H -2.50201 0.90413 1.85549
H -1.75913 2.45029 2.16308
H -0.11334 2.15192 0.26414
H 0.04948 0.92813 1.51902
H 0.88342 0.45151 -1.17174
N -3.92769 -4.91530 -4.07554
C -3.94856 -3.62378 -4.35943
C -2.82451 -2.82499 -4.58232
C -1.60346 -3.44294 -4.58610
C -1.55624 -4.79492 -4.33408
C -2.74185 -5.49012 -4.10477
H -4.93076 -3.15968 -4.44414
H -3.00635 -1.78030 -4.78830
H -0.67634 -2.91698 -4.77970
H -0.61241 -5.32769 -4.31878
H -2.70859 -6.55386 -3.88501
N 3.52863 -2.08590 0.52028
C 3.65347 -1.96905 -0.78392
C 4.87153 -1.76590 -1.42008
C 6.02821 -1.83234 -0.64631
C 5.89510 -1.95408 0.74001
C 4.61635 -2.04283 1.26855
H 2.75634 -2.01767 -1.39284
H 4.89602 -1.67466 -2.49611
H 7.00105 -1.60062 -1.07215
H 6.74875 -1.90274 1.40116
H 4.49626 -2.04556 2.34673
N -0.23555 -2.77511 2.31423
C -0.71374 -4.00677 2.43074
C -1.95168 -4.28243 2.97368
C -2.68625 -3.23308 3.48747
C -2.15256 -1.95209 3.43402
C -0.96405 -1.77104 2.76180
H -0.15786 -4.82615 1.99031
H -2.33213 -5.29203 3.04996
H -3.69063 -3.33674 3.88108
H -2.70643 -1.11454 3.83483
H -0.57380 -0.77436 2.59857
N 0.44776 5.52743 -2.55940
C 0.73294 5.49039 -3.84044
C 0.20304 4.54834 -4.70466
C -0.70362 3.62015 -4.22082
C -1.03167 3.67405 -2.89184
C -0.42668 4.63584 -2.11041
H 1.39023 6.27094 -4.20715
H 0.60058 4.51041 -5.71162
H -1.11018 2.87585 -4.89092
H -1.69828 2.93726 -2.45945
H -0.69605 4.70549 -1.06619
N 0.45647 1.04586 -6.38676
C 1.19985 1.81557 -7.16215
C 2.45055 1.45720 -7.60419
C 2.92212 0.19282 -7.30394
C 2.16820 -0.60499 -6.46102
C 0.93297 -0.13020 -6.05491
H 0.71793 2.75284 -7.41592
H 3.11324 2.13328 -8.13092
H 3.95602 -0.06552 -7.50445
H 2.54360 -1.53069 -6.04254
H 0.29857 -0.72253 -5.40280
N 2.05017 -0.98381 2.84208
C 2.56271 0.18956 2.51339
C 2.73297 1.22953 3.40556
C 2.36773 1.02766 4.70165
C 1.87341 -0.21925 5.07903
C 1.77959 -1.20624 4.11784
H 2.60243 0.40654 1.45069
H 3.04524 2.17844 2.98794
H 2.43627 1.77672 5.48129
H 1.64091 -0.42676 6.11385
H 1.55508 -2.22742 4.40814
N 3.14633 2.34783 0.02829
C 3.09240 3.48618 0.68682
C 4.19011 4.09044 1.29926
C 5.39998 3.44155 1.24662
C 5.45606 2.21920 0.61785
C 4.30362 1.70381 0.04438
H 2.16276 4.02304 0.62872
H 4.08734 5.03720 1.81284
H 6.30510 3.80221 1.72192
H 6.37979 1.65670 0.56128
H 4.34560 0.73820 -0.44753
N 0.02572 3.89094 3.41840
C -0.09423 4.76219 2.43526
C 0.63733 5.93323 2.36498
C 1.47757 6.24545 3.41229
C 1.48931 5.42175 4.50335
C 0.79816 4.23392 4.43468
H -0.88500 4.52435 1.73183
H 0.52617 6.59753 1.51619
H 2.06199 7.15632 3.39932
H 2.03391 5.68115 5.40141
H 0.85677 3.49271 5.22624
N 1.35703 -4.04793 0.12600
C 0.26476 -4.08846 -0.61408
C 0.02593 -5.09903 -1.52362
C 0.93454 -6.14426 -1.62451
C 2.12482 -6.05887 -0.90023
C 2.28351 -4.97819 -0.07258
H -0.50874 -3.36121 -0.41649
H -0.89366 -5.05750 -2.09350
H 0.75157 -6.98302 -2.28706
H 2.88515 -6.81949 -0.98114
H 3.17968 -4.90336 0.53843
N -1.46285 0.81499 6.26064
C -1.75787 1.27311 5.03982
C -2.84781 2.09601 4.79263
C -3.72818 2.37755 5.82637
C -3.37965 1.96935 7.10888
C -2.23610 1.19205 7.26173
H -0.95451 1.16879 4.31060
H -3.11175 2.45360 3.80637
H -4.60799 2.98563 5.66010
H -3.98451 2.27224 7.95339
H -1.93299 0.86533 8.25260
N -6.38589 -2.09799 -1.22298
C -5.07528 -2.13922 -1.01915
C -4.46243 -1.84090 0.17736
C -5.24868 -1.39408 1.21992
C -6.58811 -1.18562 0.99033
C -7.10896 -1.60846 -0.22890
H -4.52144 -2.55148 -1.86187
H -3.39525 -1.98587 0.30436
H -4.73074 -1.03672 2.10450
H -7.23929 -0.72250 1.71994
H -8.17518 -1.53178 -0.41800
C -3.80066 0.91542 -2.92837
Cl -5.19172 1.97180 -2.70930
Cl -3.17169 1.09103 -4.58552
H -3.02815 1.14279 -2.20716
H -4.12901 -0.11189 -2.86221
*
```



The lowest molar mass belongs to which entry?
C60H61BFN9O7PS2